# 1
Entry from OMol25: a 2-piece molecular cluster, C4H10N2S overall in a non-equilibrium geometry (ωB97M-V with the def2-TZVPD basis set).

Geometry as XYZ:
```
17
Properties=species:S:1:pos:R:3:lowdin_charge:R:1
C 1.29 -1.79 -2.06 -0.099
N 0.14 -1.81 -1.63 -0.584
S -1.25 -2.47 -2.31 0.397
H 2.05 -1.41 -1.45 0.067
H 1.61 -2.36 -2.98 0.106
H 0.01 -1.21 -0.81 0.019
C -1.90 0.95 -0.13 -0.064
C -1.00 0.41 0.98 -0.202
N 0.04 -0.33 0.87 -0.064
C 0.84 -0.58 2.02 -0.130
H -1.53 1.94 -0.46 0.081
H -2.92 0.88 0.17 0.057
H -1.86 0.17 -1.01 0.071
H -1.26 0.77 1.99 0.115
H 1.32 -1.57 2.00 0.083
H 1.65 0.10 1.83 0.081
H 0.43 -0.37 2.98 0.066
```

The maximum force comes out at 5.3 eV/A. For the relative energy (zero: lowest compared OMol25 entry of this formula, charge and spin), the calculation gives 230.1 kJ/mol. The SMILES is C=[NH+][S-].C/C=N/C. The HOMO-LUMO gap comes out at 8.467 eV. The HOMO energy is -0.28230 Eh.


# 2
Entry from OMol25: one molecule with the formula C4H10N2S in a non-equilibrium geometry (ωB97M-V with the def2-TZVPD basis set).

Geometry as XYZ:
```
17
Properties=species:S:1:pos:R:3:lowdin_charge:R:1
C -2.40 -0.66 -0.02 -0.285
C -1.13 -1.05 -0.17 -0.319
C 2.70 0.42 -0.09 -0.173
C 1.62 -0.64 -0.12 -0.400
N -2.82 0.62 -0.24 0.047
N -0.18 1.48 0.22 -0.410
S 0.04 0.21 -0.67 0.897
H -3.17 -1.37 0.26 0.112
H -2.08 1.32 -0.24 0.029
H -0.78 -2.06 -0.07 0.058
H 2.40 1.23 0.58 0.057
H 3.64 0.00 0.27 0.071
H 2.85 0.83 -1.08 0.070
H 1.46 -1.08 0.87 0.081
H 1.82 -1.42 -0.85 0.077
H -3.72 0.88 0.12 0.090
H -0.26 1.28 1.21 0.000
```

The maximum force comes out at 1.3 eV/A. For the relative energy (zero: lowest compared OMol25 entry of this formula, charge and spin), the calculation gives 186.8 kJ/mol. The HOMO-LUMO gap comes out at 9.297 eV. The HOMO energy is -0.30419 Eh.


Which of these has the lowest relative energy (zero: lowest compared OMol25 entry of this formula, charge and spin)?
number 2


What did the first record say?
Entry from OMol25: a 2-piece molecular cluster, C4H10N2S overall in a non-equilibrium geometry (ωB97M-V with the def2-TZVPD basis set).

Geometry as XYZ:
```
17
Properties=species:S:1:pos:R:3:lowdin_charge:R:1
C 1.29 -1.79 -2.06 -0.099
N 0.14 -1.81 -1.63 -0.584
S -1.25 -2.47 -2.31 0.397
H 2.05 -1.41 -1.45 0.067
H 1.61 -2.36 -2.98 0.106
H 0.01 -1.21 -0.81 0.019
C -1.90 0.95 -0.13 -0.064
C -1.00 0.41 0.98 -0.202
N 0.04 -0.33 0.87 -0.064
C 0.84 -0.58 2.02 -0.130
H -1.53 1.94 -0.46 0.081
H -2.92 0.88 0.17 0.057
H -1.86 0.17 -1.01 0.071
H -1.26 0.77 1.99 0.115
H 1.32 -1.57 2.00 0.083
H 1.65 0.10 1.83 0.081
H 0.43 -0.37 2.98 0.066
```

The maximum force comes out at 5.3 eV/A. For the relative energy (zero: lowest compared OMol25 entry of this formula, charge and spin), the calculation gives 230.1 kJ/mol. The SMILES is C=[NH+][S-].C/C=N/C. The HOMO-LUMO gap comes out at 8.467 eV. The HOMO energy is -0.28230 Eh.